Computed, not measured: a 2-piece molecular cluster, C7H15ClN overall in a non-equilibrium geometry, with wB97M-V/def2-TZVPD.

Results
lowest unoccupied orbital energy = -2.676 eV
calculated total energy = -21504.6535 eV
orbital gap = 10.7 eV
total charge = +1
HOMO = -0.4901 hartree
energy above the lowest of the compared OMol25 structures with the same formula, charge and spin = 96.6 kcal/mol

```
24
Properties=species:S:1:pos:R:3:forces:R:3:mulliken_charge:R:1
C -0.21417 1.54259 -0.21572 -1.3 1.0 2.8 -0.81
H -2.36222 -0.65265 1.07890 0.4 -2.1 0.6 0.28
H -2.26044 -1.62366 2.57428 -1.3 -0.2 0.6 0.32
H 0.36469 2.22871 0.39444 0.6 0.6 -0.7 0.41
C -0.72717 -2.00719 1.53863 5.2 -1.3 0.9 0.13
H -2.67139 -2.50293 0.98354 0.0 0.5 0.6 0.29
H 1.60186 0.68970 -2.80387 0.1 0.2 -0.4 0.44
C 0.97169 1.33225 -2.20878 1.0 2.0 -0.7 -0.96
H -0.70164 1.08166 0.69663 0.1 -0.4 -1.5 0.30
C 1.88776 0.24368 -0.12017 0.2 -1.0 0.1 -0.81
H 1.34021 -2.87190 1.87765 0.4 0.2 0.2 0.42
H -0.97347 -0.28066 -1.85923 -0.7 0.6 -0.5 0.51
C 0.43914 -2.31244 1.82680 -3.5 0.4 -1.3 -0.40
C -0.13613 -0.54968 -1.27094 0.4 -3.8 2.5 0.43
C -2.10846 -1.71826 1.51799 -1.4 2.3 -1.1 -0.89
Cl 0.84850 -1.71233 -2.20934 -0.5 0.0 -0.1 -0.12
N 0.70752 0.61281 -0.94147 -2.7 1.7 -0.3 -0.10
H 0.06026 1.71921 -2.76334 0.8 -1.2 0.9 0.34
H 1.50129 2.27552 -1.92944 -0.1 -0.9 -0.3 0.43
H -0.47182 -1.17777 -0.27107 1.1 2.0 -2.5 -0.63
H 1.48071 -0.00364 0.86844 0.3 -0.4 -0.4 0.38
H 2.62363 1.02487 0.02937 -0.2 0.5 -0.5 0.31
H 2.35192 -0.61895 -0.65132 -0.2 0.6 0.8 0.37
H -0.97505 2.15189 -0.80958 1.3 -1.4 0.4 0.33
```
Positions in Å, forces in eV/Å.

***

Computed, not measured: C4H3CoLiO2 as an isolated structure in a non-equilibrium geometry, with wB97M-V/def2-TZVPD.

Results
lowest unoccupied orbital energy (alpha / beta) = -4.118 / -5.047 eV
calculated total energy = -46111.4196 eV
orbital gap (alpha / beta) = 8.5 / 7.6 eV
total charge = +1
spin multiplicity = 5
HOMO (alpha / beta) = -0.4626 / -0.4636 hartree
expectation value of S² = 6.0241
energy above the lowest of the compared OMol25 structures with the same formula, charge and spin = 0.0 kcal/mol

```
11
Properties=species:S:1:pos:R:3:forces:R:3:mulliken_charge:R:1
Co -1.84276 -3.09394 2.48617 0.0 -0.1 0.0 0.22
H -0.55652 2.72228 -1.95486 0.3 -0.1 0.2 0.34
O 1.87866 1.04698 1.27854 -1.1 -0.5 -0.5 -0.47
H -1.42914 -0.39567 -0.39645 0.3 0.1 -0.1 0.30
Li 0.62625 -2.30310 1.46645 0.0 0.3 0.0 0.72
C 1.02630 0.65879 0.55015 1.6 0.8 0.2 0.49
C 0.06096 2.23323 -1.20510 -0.3 -0.6 -0.2 -0.57
C -0.36307 -0.33119 -0.63918 -0.3 0.0 -0.4 -0.21
H -0.09312 -0.98017 -1.47925 0.0 0.1 0.3 0.26
C 0.24904 1.05955 -0.66300 -0.4 0.9 0.3 0.20
O 0.44341 -0.61676 0.55651 -0.2 -1.0 0.2 -0.28
```
Positions in Å, forces in eV/Å.

***

Computed, not measured: C28H27IrN8PS as an isolated structure in a non-equilibrium geometry, with wB97M-V/def2-TZVPD.

Results
lowest unoccupied orbital energy (alpha / beta) = -6.920 / -7.350 eV
calculated total energy = -64342.9939 eV
orbital gap (alpha / beta) = 6.6 / 6.0 eV
total charge = +2
spin multiplicity = 2
HOMO (alpha / beta) = -0.4974 / -0.4911 hartree
expectation value of S² = 0.9098

```
66
Properties=species:S:1:pos:R:3:forces:R:3:mulliken_charge:R:1
C -0.56440 -0.68280 3.10710 -0.5 -0.3 0.5 -0.74
N 0.88750 -2.24660 -0.69240 -0.2 1.7 -0.2 0.13
C 0.82340 -0.16330 4.96520 0.0 -0.1 -0.1 -0.63
C -2.49730 1.89860 -0.08900 -0.1 0.1 -0.7 -0.20
H -1.51020 2.68780 -4.76650 0.1 0.1 0.0 0.33
C -0.74460 2.23050 -2.13000 -0.5 -0.1 -0.1 -0.13
C -1.08600 3.53910 -4.23170 -0.6 0.3 -0.6 -0.80
S 0.85550 -0.71370 -2.77690 -0.4 0.5 0.2 -0.20
N -3.49670 2.52190 0.57710 0.8 -0.4 -0.1 0.17
H -1.89600 4.20530 -3.92730 0.1 0.0 0.0 0.33
H -5.22430 2.19020 -0.54030 0.0 0.1 0.1 0.33
H -1.51490 -0.96220 2.67700 -0.1 0.0 -0.1 0.51
H -0.41960 4.07930 -4.90280 -0.1 -0.1 0.1 0.34
H -1.32080 1.78550 2.84510 0.1 0.0 0.3 0.64
N -0.32980 3.07800 -3.10060 0.1 -0.4 0.7 0.20
P -2.49080 1.72200 -1.90830 0.5 -0.5 0.3 -0.31
C -3.14620 2.55540 1.88500 0.4 -0.2 0.4 -0.60
C -4.72890 2.99690 0.00250 -0.7 0.3 -0.4 -0.79
C -0.42310 -0.52670 4.47640 0.1 -0.1 -0.3 -0.63
H -3.48620 -2.97160 -2.77470 -0.1 -0.2 -0.1 0.52
Ir 0.16520 0.05300 -0.05100 0.8 -1.2 1.1 1.84
C 1.57740 -4.57320 -2.02480 0.0 0.3 0.1 -0.37
N -1.73660 -0.87530 -0.98860 0.3 1.5 0.1 0.28
H -1.26020 -0.68820 5.13370 -0.1 0.0 0.0 0.48
C 2.73010 -0.11300 1.72070 0.0 0.2 -0.4 1.57
H 6.10140 -0.00430 1.38230 0.1 0.1 0.1 0.41
H -5.38950 3.34120 0.79600 0.1 0.0 0.0 0.34
N 0.44150 -0.52060 2.25850 0.0 0.4 -1.9 0.27
C 3.37520 -0.02620 -0.60060 -0.3 0.3 -0.5 -0.31
H -4.54690 3.82200 -0.68830 0.0 0.0 0.1 0.32
C 1.66460 -0.21100 2.71800 0.4 0.2 0.3 0.26
C 1.03150 -2.25350 -2.02190 0.1 -0.2 -0.3 0.77
C 1.33430 2.65890 -1.74690 0.5 0.2 -0.1 -0.84
H 4.37830 -0.13740 3.10550 0.0 0.0 0.1 0.39
N -3.12780 -0.87220 -2.69210 0.5 0.0 0.5 0.23
C 1.48210 -4.54330 -0.63680 -0.1 0.3 0.2 -0.87
H 1.85550 -5.47920 -2.53810 0.0 -0.1 -0.1 0.44
H 5.47480 0.13250 -1.00230 0.1 -0.1 -0.1 0.47
H 1.02660 -3.28880 1.06240 0.0 0.0 0.1 0.50
H 0.97610 -0.01960 6.02340 0.0 0.0 0.1 0.47
C 1.87340 -0.00600 4.08320 -0.2 -0.1 -0.2 -0.93
C 1.34940 -3.41120 -2.73600 -0.1 0.1 0.3 -0.83
H -1.74250 -2.97180 -0.65960 0.0 -0.2 0.0 0.62
H -3.34610 0.26250 -4.42360 0.0 -0.1 0.0 0.31
C 2.38230 -0.06500 0.36160 -1.8 1.1 0.1 0.13
H 1.54590 4.01610 -3.48830 0.1 0.1 -0.2 0.49
H -4.81780 0.10520 -3.44730 0.0 0.0 0.0 0.33
C 5.05970 0.00120 1.09890 0.2 0.1 0.0 -0.86
C -2.10710 -2.15060 -1.24280 -0.1 -0.3 -0.1 -0.68
H 2.27850 2.61810 -1.24380 0.2 0.0 0.0 0.62
C 4.71360 0.05390 -0.24180 -0.2 -0.3 0.3 -0.87
C 1.12240 -3.35570 -0.01190 0.1 -0.8 0.4 -0.59
H -4.23590 -1.26790 -4.39470 0.1 0.0 0.0 0.33
H -3.75610 3.00270 2.64340 -0.1 0.1 0.1 0.48
H 2.84470 0.28250 4.44390 0.1 0.0 0.0 0.42
C -3.92520 -0.41520 -3.79720 -0.5 0.4 -0.5 -0.77
N 0.26130 1.97430 -1.29830 -0.2 -1.7 0.1 0.06
H 1.69060 -5.42270 -0.04870 0.0 0.0 0.1 0.47
C -1.92790 1.93730 1.97980 -0.1 0.1 0.5 -0.74
H 3.12170 -0.03320 -1.65420 0.0 0.1 0.1 0.43
C 4.08250 -0.07500 2.07140 -0.2 -0.2 -0.1 -0.83
C 0.97740 3.35290 -2.86900 0.4 0.0 0.4 -0.44
N -1.54180 1.52040 0.75190 1.1 -0.9 -0.9 0.19
C -2.36180 -0.10860 -1.88110 -0.3 0.3 0.0 -0.21
H 1.41690 -3.37760 -3.81180 0.0 0.0 -0.1 0.48
C -2.97620 -2.16020 -2.29990 0.2 -0.3 0.3 -0.75
```
Positions in Å, forces in eV/Å.

***

Computed, not measured: one molecule with the formula C22H18ClN5O2 in a non-equilibrium geometry, with wB97M-V/def2-TZVPD.

Results
SMILES = Cc1nnc(C(C)(C)C#Cc2cccc(-c3nc(C(N)=O)n4ccc(Cl)cc34)c2)o1
lowest unoccupied orbital energy = -0.250 eV
calculated total energy = -47170.0951 eV
orbital gap = 7.6 eV
total charge = 0
HOMO = -0.2879 hartree
energy above the lowest of the compared OMol25 structures with the same formula, charge and spin = 75.3 kcal/mol

```
48
Properties=species:S:1:pos:R:3:forces:R:3:mulliken_charge:R:1
H -0.77760 -6.64019 0.36715 0.0 -0.8 -0.7 0.31
C -1.46029 1.25869 -0.79438 -0.4 -0.9 -1.3 1.01
C -1.22106 5.40270 1.87976 4.0 -0.6 -1.7 -0.29
C 0.60291 3.59343 0.58528 -0.3 0.6 -0.7 -0.69
H 3.57531 -3.33567 -2.94148 -0.1 0.4 0.6 0.37
C -0.86619 3.39776 0.41096 1.3 1.6 0.8 0.69
H 4.78928 -2.29176 -2.14522 -0.8 -0.6 0.5 0.37
C 0.01617 -0.57326 -1.57073 -1.0 2.2 1.0 0.61
C 4.09937 -3.15922 -1.97990 -0.1 -0.2 -1.2 -1.57
N 1.83553 -6.25699 -0.03885 -1.0 1.4 0.6 -0.61
C 1.34971 -1.06997 -1.50006 0.5 -2.4 0.0 0.28
C 0.17769 5.58854 2.01957 -2.3 0.0 0.1 -0.49
C -1.11906 -1.37797 -1.89523 1.3 0.1 -0.1 -0.66
N -3.08484 2.97001 0.06137 1.4 0.2 0.6 -0.53
C -1.78573 2.57494 -0.23351 0.2 -0.4 0.7 0.18
H 4.68245 -4.06188 -1.90891 0.4 -0.3 0.6 0.45
C -0.28861 -6.10259 1.15407 0.2 0.0 -0.8 -1.19
H 0.43611 6.49661 2.64604 0.3 -1.4 -1.1 0.31
O -4.15195 5.48023 2.35014 2.2 0.6 2.4 -0.66
N -1.66147 4.34334 1.04974 -0.5 1.5 2.5 0.06
C 2.17015 -1.92562 -1.22990 -0.6 0.9 0.2 -1.24
H 1.24697 2.95620 -0.08481 -0.5 1.0 1.3 0.41
H -1.91107 6.18820 2.10914 -0.5 -0.3 0.5 0.35
N 2.76802 -5.42047 -0.62921 -1.0 1.5 -0.1 -0.17
H -6.02649 5.12448 1.26186 -3.0 1.6 2.2 0.24
C -2.58071 0.45222 -1.15973 1.9 -1.2 -0.6 -0.73
C -2.97170 4.00176 0.90220 -0.4 -1.2 -2.4 0.47
C -0.13154 0.75433 -1.01940 -1.4 -1.2 -0.3 -0.85
C 1.10583 4.66986 1.33944 -1.6 -1.0 -0.5 0.33
C 3.11828 -2.97539 -0.78355 -1.4 0.9 -2.3 2.35
Cl 2.83574 4.95321 1.41589 -0.9 -0.1 0.0 -0.20
H -0.03002 -6.88239 1.89061 0.1 0.8 -0.1 0.29
C -2.38222 -0.88380 -1.61996 0.9 2.0 0.2 -0.57
C 3.90661 -2.55556 0.39338 1.5 1.2 1.2 -1.53
H 4.26212 -1.49017 0.19774 0.2 -1.6 0.2 0.35
C -4.14759 4.73154 1.39714 0.0 2.0 1.0 0.03
O 1.15143 -4.10805 0.28723 0.9 -2.6 -1.1 -0.28
H -5.48065 4.10394 0.07824 -0.5 -0.6 -0.9 0.21
N -5.30798 4.78777 0.76772 2.1 -3.1 -4.3 -0.39
C 0.91617 -5.47379 0.46327 0.0 -1.0 0.8 0.80
C 2.30745 -4.20999 -0.48188 1.3 -0.5 0.6 -0.21
H 0.81683 1.27145 -0.76114 -1.1 -0.4 -0.2 0.07
H -3.57282 0.86412 -1.23188 -0.1 0.1 0.6 0.42
H -3.22433 -1.48556 -1.80778 -1.0 -0.6 -0.4 0.43
H 4.68877 -3.34221 0.39850 0.2 1.0 0.7 0.40
H -1.13559 -5.49527 1.42037 0.4 0.9 0.8 0.34
H 3.41864 -2.48793 1.38081 -0.2 -0.4 -0.6 0.34
H -0.95801 -2.35966 -2.41006 -0.2 0.9 0.9 0.38
```
Positions in Å, forces in eV/Å.

***

Computed, not measured: an isolated ion of composition C4H9N4OS and charge +1 in a non-equilibrium geometry, with wB97M-V/def2-TZVPD.

Results
lowest unoccupied orbital energy = -4.235 eV
calculated total energy = -23124.5569 eV
orbital gap = 9.0 eV
total charge = +1
HOMO = -0.4854 hartree
energy above the lowest of the compared OMol25 structures with the same formula, charge and spin = 140.2 kcal/mol

```
19
Properties=species:S:1:pos:R:3:forces:R:3:mulliken_charge:R:1
H -0.03552 -0.66679 2.13096 -1.3 0.2 0.4 0.40
C 1.38274 0.72539 0.80261 -2.7 -0.3 3.7 0.05
N 1.37549 0.08589 -2.44175 0.5 -0.1 -0.1 -0.52
C -1.93138 -0.69342 0.86937 1.1 1.2 0.7 -0.57
S 2.73328 0.59213 -1.60541 1.0 -0.2 0.3 0.15
H -0.16311 -1.94339 1.06537 -0.1 0.8 -0.9 0.33
N 0.51800 -0.04751 0.30970 -0.2 -0.6 -1.3 -0.10
O -2.31969 -1.25792 -0.39640 1.5 0.8 -1.4 -0.59
H -1.71019 -0.54089 -1.59412 2.4 0.3 -0.1 0.49
C -0.40884 -0.85229 1.10710 1.1 -0.3 1.1 -0.58
N 0.24485 -0.00646 -2.16677 1.0 0.2 0.0 1.17
H 1.29431 0.89678 2.00285 0.8 -0.1 -2.5 0.23
N -0.88893 0.11180 -2.18346 -3.8 -0.3 0.4 -0.59
C 2.34344 1.43940 -0.02392 -1.8 2.4 -2.9 -0.74
H -2.43074 -1.33291 1.51266 -0.5 -1.3 1.8 0.41
H 3.24529 1.46828 0.45713 2.8 -0.2 1.1 0.41
H -3.10346 -0.85658 -0.72898 -1.8 0.3 0.2 0.39
H 2.19872 2.57551 -0.31031 -0.5 -2.2 1.0 0.33
H -2.34428 0.30298 1.19338 0.5 -0.5 -1.4 0.32
```
Positions in Å, forces in eV/Å.

***

Computed, not measured: a 2-piece molecular cluster, C2H5NS2 overall in a non-equilibrium geometry, with wB97M-V/def2-TZVPD.

Results
lowest unoccupied orbital energy (alpha / beta) = 0.000 / -0.651 eV
calculated total energy = -25309.9843 eV
orbital gap (alpha / beta) = 8.4 / 7.8 eV
total charge = 0
HOMO (alpha / beta) = -0.3083 / -0.3113 hartree
energy above the lowest of the compared OMol25 structures with the same formula, charge and spin = 134.7 kcal/mol

```
10
Properties=species:S:1:pos:R:3:forces:R:3:mulliken_charge:R:1
S -1.40128 1.32831 0.42877 0.0 0.7 -0.7 -0.19
C -0.31269 0.25887 -0.42719 0.8 0.2 2.1 -0.27
H 2.09014 1.39609 -0.38814 0.5 -0.4 0.4 0.29
H 2.52331 -0.30392 0.40445 -0.7 2.0 0.5 0.28
H -0.26666 -0.05588 -1.43071 0.2 0.4 -1.4 0.41
C 2.08191 0.74875 0.49719 0.1 -2.3 -3.5 -0.84
H -2.88846 -2.10771 -0.22874 0.3 0.1 0.2 0.24
N -2.09301 -1.59611 -0.61462 -0.3 0.1 -0.1 -0.57
S -1.31083 -0.82345 0.46667 0.0 -1.2 0.4 0.30
H 1.57756 1.15506 1.29232 -0.8 0.4 2.1 0.36
```
Positions in Å, forces in eV/Å.